Below is a 10-piece molecular cluster, C45H115N5O15S5 overall, with properties calculated with the ωB97M-V functional and the def2-TZVPD basis.

Positions of all 185 atoms, in Å:
C1 0.822 -4.905 0.203
C2 -0.381 -5.655 0.722
O1 -1.486 -5.328 -0.105
S1 -3.031 -5.374 0.373
C3 -3.384 -7.094 0.025
O2 -3.047 -5.110 1.784
O3 -3.700 -4.532 -0.559
H1 0.699 -3.829 0.109
H2 1.115 -5.233 -0.799
H3 1.683 -5.223 0.797
H4 -0.180 -6.736 0.674
H5 -0.585 -5.527 1.789
H6 -2.507 -7.664 0.320
H7 -3.693 -7.336 -0.990
H8 -4.268 -7.391 0.593
C4 -2.442 3.712 -0.067
C5 -1.805 3.650 1.315
O4 -2.518 4.586 2.134
S2 -2.294 4.382 3.737
C6 -0.486 4.615 3.887
O5 -3.016 5.347 4.481
O6 -2.570 3.003 4.008
H9 -2.126 2.862 -0.672
H10 -2.155 4.575 -0.676
H11 -3.527 3.824 -0.065
H12 -1.872 2.634 1.709
H13 -0.736 3.872 1.254
H14 -0.139 4.737 4.909
H15 -0.187 5.542 3.392
H16 0.024 3.810 3.365
C7 -1.293 0.889 -7.877
C8 -1.037 1.598 -6.562
O7 -2.311 1.850 -5.998
S3 -2.311 2.655 -4.591
C9 -1.710 1.407 -3.430
O8 -1.384 3.731 -4.710
O9 -3.704 2.934 -4.270
H17 -1.946 0.022 -7.744
H18 -0.370 0.495 -8.307
H19 -1.814 1.508 -8.607
H20 -0.365 1.027 -5.907
H21 -0.411 2.469 -6.789
H22 -0.663 1.655 -3.260
H23 -1.765 0.441 -3.933
H24 -2.297 1.348 -2.519
C10 -6.091 2.438 -2.221
C11 -6.558 1.532 -1.052
O10 -6.903 0.221 -1.433
S4 -5.722 -0.742 -1.941
C12 -6.088 -2.160 -0.857
O11 -5.957 -1.205 -3.293
O12 -4.437 -0.199 -1.582
H25 -6.767 2.424 -3.069
H26 -5.227 1.818 -2.485
H27 -5.673 3.382 -1.888
H28 -5.823 1.530 -0.243
H29 -7.428 2.006 -0.589
H30 -6.253 -1.707 0.121
H31 -5.306 -2.912 -0.806
H32 -7.012 -2.579 -1.247
C13 -5.978 3.567 2.123
C14 -5.492 2.353 2.823
O13 -6.392 1.274 2.470
S5 -6.031 -0.210 3.043
C15 -4.447 -0.445 2.229
O14 -5.798 -0.100 4.457
O15 -7.013 -1.120 2.498
H33 -5.422 4.463 2.439
H34 -6.945 3.975 2.425
H35 -5.827 3.537 1.044
H36 -4.475 2.093 2.530
H37 -5.571 2.493 3.902
H38 -3.657 0.089 2.749
H39 -4.743 0.029 1.290
H40 -4.157 -1.483 2.100
C16 3.112 3.462 3.573
C17 4.195 2.839 4.423
N1 5.309 2.192 3.716
C18 6.252 1.699 4.718
C19 6.847 2.747 5.673
C20 4.813 1.092 2.871
C21 5.947 0.492 2.043
H41 2.590 2.720 2.965
H42 3.568 4.220 2.930
H43 2.345 3.956 4.169
H44 4.596 3.553 5.141
H45 3.656 2.134 5.083
H46 5.832 0.857 5.289
H47 7.144 1.364 4.187
H48 7.096 3.519 4.932
H49 6.165 3.199 6.390
H50 7.756 2.420 6.169
H51 4.100 1.578 2.193
H52 4.139 0.307 3.248
H53 6.655 -0.037 2.678
H54 6.517 1.273 1.541
H55 5.476 -0.179 1.324
C22 -1.026 -5.038 -3.586
C23 -1.551 -4.227 -4.804
N2 -1.129 -2.818 -4.634
C24 -1.964 -2.017 -5.561
C25 -3.209 -1.537 -4.809
C26 0.279 -2.662 -5.024
C27 0.880 -1.450 -4.329
H56 -0.146 -5.640 -3.836
H57 -1.793 -5.664 -3.136
H58 -0.575 -4.371 -2.848
H59 -1.019 -4.671 -5.653
H60 -2.634 -4.274 -4.836
H61 -1.424 -1.177 -6.003
H62 -2.325 -2.589 -6.425
H63 -3.837 -0.848 -5.379
H64 -3.804 -2.312 -4.331
H65 -2.988 -0.894 -3.948
H66 0.539 -2.708 -6.091
H67 0.785 -3.580 -4.700
H68 0.424 -1.187 -3.381
H69 0.712 -0.599 -5.001
H70 1.961 -1.552 -4.225
C28 1.475 0.403 -0.806
C29 0.217 0.995 -0.088
N3 -0.201 0.335 1.123
C30 0.770 0.427 2.189
C31 0.155 0.221 3.592
C32 -0.644 -1.037 0.796
C33 -1.962 -0.971 -0.028
H71 1.907 1.172 -1.451
H72 1.332 -0.558 -1.280
H73 2.223 0.399 -0.007
H74 0.506 2.038 0.107
H75 -0.611 1.200 -0.769
H76 1.637 -0.241 2.091
H77 1.164 1.448 2.181
H78 0.899 0.571 4.315
H79 -0.710 0.869 3.726
H80 -0.004 -0.828 3.835
H81 -0.863 -1.580 1.722
H82 0.151 -1.673 0.389
H83 -2.520 -0.059 0.173
H84 -2.604 -1.756 0.371
H85 -1.740 -1.046 -1.089
C34 4.518 -1.255 7.224
C35 4.379 -1.748 5.798
N4 3.422 -2.810 5.549
C36 3.614 -3.532 4.309
C37 2.774 -3.004 3.154
C38 2.188 -2.815 6.307
C39 1.513 -4.176 6.270
H86 5.219 -0.483 7.531
H87 4.638 -2.104 7.908
H88 3.556 -0.877 7.601
H89 4.354 -0.893 5.104
H90 5.354 -2.181 5.533
H91 3.431 -4.570 4.617
H92 4.662 -3.627 4.018
H93 3.009 -1.973 2.880
H94 1.719 -3.074 3.425
H95 2.933 -3.529 2.207
H96 2.382 -2.599 7.357
H97 1.447 -2.050 6.030
H98 2.132 -4.998 6.631
H99 0.594 -4.098 6.858
H100 1.135 -4.549 5.312
C40 2.180 3.292 -5.253
C41 3.730 3.181 -5.225
N5 4.231 2.303 -4.186
C42 4.238 2.868 -2.843
C43 4.876 4.250 -2.699
C44 3.741 0.928 -4.259
C45 4.456 0.187 -5.392
H101 1.870 4.023 -6.003
H102 1.801 3.604 -4.279
H103 1.692 2.349 -5.498
H104 4.212 2.958 -6.180
H105 4.075 4.198 -5.034
H106 3.233 2.889 -2.400
H107 4.889 2.266 -2.202
H108 4.832 4.631 -1.678
H109 5.895 4.316 -3.080
H110 4.315 5.014 -3.249
H111 2.659 0.835 -4.441
H112 3.667 0.491 -3.259
H113 5.520 0.404 -5.474
H114 3.960 0.303 -6.352
H115 4.474 -0.875 -5.122

Forces on the atoms, in the same order (eV/Å):
0.61 -0.64 -0.40
0.40 -0.78 0.49
-1.21 0.32 -0.30
1.73 -0.29 -0.28
-0.79 -0.15 0.44
-0.35 -0.34 -0.50
-0.33 -0.02 0.11
-0.04 0.05 0.57
-0.46 -0.16 -0.08
-0.04 0.57 0.29
-0.07 0.04 -0.41
-0.17 0.74 -0.19
-0.10 -0.09 0.08
0.57 0.66 -0.29
0.28 0.12 0.47
0.24 0.58 -0.74
-0.32 -0.58 -1.15
0.35 0.55 1.72
1.18 -1.09 -0.40
-0.36 0.77 -0.57
-0.05 0.83 -0.52
0.17 -0.26 0.00
-0.26 -0.23 0.19
0.41 0.14 0.43
-0.06 -0.61 0.42
-0.24 0.07 0.17
-0.09 0.38 0.08
-0.49 -0.46 0.20
-0.36 0.05 -0.14
-0.14 -0.27 0.25
-0.32 -0.84 -0.03
1.29 -0.29 -1.30
-0.19 0.72 1.21
-2.28 -0.36 0.51
0.55 0.12 -0.87
0.43 0.12 0.15
1.80 -0.48 -0.70
0.05 0.03 0.19
0.08 0.26 -0.02
0.24 0.30 0.09
-0.57 -0.35 0.17
-0.75 0.52 0.31
-0.02 -0.04 0.25
0.03 0.17 0.05
-0.19 0.34 -0.05
1.20 -2.72 0.78
-0.51 2.92 0.63
0.37 -0.71 -0.87
-0.18 -2.72 0.08
-0.27 1.21 -0.16
0.02 1.12 0.98
-0.30 0.40 -0.09
-0.19 0.47 0.13
0.19 0.78 -0.87
-0.47 0.27 -0.07
0.24 -0.24 -0.26
-0.33 -0.70 -0.03
-0.11 -0.26 0.10
0.25 0.26 -0.38
-0.04 -0.03 0.11
0.37 2.12 -0.15
-0.54 -0.12 0.73
-0.11 -1.51 -0.03
0.40 0.27 0.33
-0.96 0.32 -0.29
-0.44 -0.15 -0.39
0.79 1.02 0.33
0.73 -0.48 0.02
-0.50 -1.03 -0.34
-0.45 -0.16 -0.03
-0.02 0.10 0.12
0.38 -0.12 -0.01
-0.12 0.16 0.02
0.90 -0.27 -0.38
-0.40 -0.12 0.07
0.35 0.46 -0.62
-0.59 -0.48 0.88
-1.04 -0.27 1.02
0.84 -0.50 0.65
-0.61 0.78 -1.42
0.06 1.15 -1.43
-0.48 0.02 0.36
0.13 0.10 -0.04
-0.23 -0.06 -0.21
0.18 -0.02 0.27
0.06 0.31 -0.39
0.27 -0.43 0.00
-0.03 -0.09 -0.10
-0.21 -0.43 -0.09
0.36 0.39 0.58
-0.02 -0.25 0.12
-0.04 -0.23 -0.02
0.36 0.06 -0.33
0.53 -0.04 1.15
-0.11 -0.34 -0.12
-0.18 0.05 -0.16
0.41 -0.14 -0.12
0.57 0.15 -0.11
1.59 -0.23 1.70
-0.28 0.07 -2.34
-1.16 0.34 0.82
0.03 1.15 0.56
0.46 -1.25 1.48
0.28 0.50 -1.22
-0.38 -0.39 -0.32
0.10 0.01 0.12
-0.68 0.22 0.24
-0.79 0.15 -0.58
0.00 -0.06 -0.35
0.18 0.04 0.40
0.31 -0.29 -0.06
-0.22 -0.53 -0.42
-0.07 -0.29 -0.55
0.47 -0.38 -0.05
-0.66 0.51 -0.25
0.07 0.16 0.48
-0.11 -0.39 0.18
0.16 0.19 0.25
-0.02 0.04 0.09
-0.33 1.29 1.17
1.00 1.07 -1.01
-0.20 -0.71 -0.47
-0.22 0.16 0.94
0.95 0.36 -0.31
-0.95 0.50 0.98
1.02 -0.45 0.70
-0.37 -0.30 -0.58
0.15 -0.11 -0.12
0.15 -0.77 -0.11
0.08 -0.13 0.62
-0.24 -0.82 -0.07
0.01 -0.11 -0.20
0.02 -0.02 -0.19
0.04 -0.06 0.05
-0.30 -0.34 -0.04
-0.46 0.03 -0.09
-0.08 0.43 0.22
0.03 0.29 -0.65
0.33 0.25 -0.04
-0.04 -0.33 -0.78
-0.47 -0.24 -0.10
-1.87 -0.59 1.45
1.65 0.18 -0.63
1.09 1.11 1.01
-0.44 -0.62 0.63
-0.06 -0.26 -0.40
-0.11 -0.70 -0.63
-0.91 -0.42 -0.02
0.45 -0.08 -0.84
0.48 -0.08 -0.20
0.02 0.29 -0.32
-0.69 0.11 0.06
0.07 -0.05 0.05
-0.68 -0.14 -0.85
0.17 0.74 0.29
0.03 0.16 0.50
-0.08 0.13 -0.19
-0.06 -0.38 0.21
0.31 -0.07 -0.03
0.02 0.12 -0.44
0.11 0.24 0.36
0.20 -0.20 0.30
0.29 0.54 -0.31
0.55 -0.20 -0.51
-0.73 0.61 0.32
0.34 0.15 0.47
0.52 0.25 0.38
-0.75 0.87 -0.73
-0.54 0.68 -0.37
0.18 -1.31 1.06
-0.06 0.04 0.09
0.03 0.10 0.00
0.05 -0.02 -0.06
-0.46 -0.45 -0.15
0.20 -0.13 0.14
-0.08 0.05 0.16
-0.39 -0.60 -0.10
0.19 -0.45 0.19
0.07 -0.31 0.12
-0.01 -0.09 -0.06
-0.11 0.55 -0.53
1.37 -0.27 0.00
-0.11 0.58 0.02
0.03 0.09 -0.03
-0.34 -0.12 -0.38

E ... -5176.606000 Ha
Kohn-Sham gap ... 8.166 eV
Molecular weight ... 1126.8 g/mol
Structure (SMILES) ... CCOS(C)(=O)=O.CCOS(C)(=O)=O.CCOS(C)(=O)=O.CCOS(C)(=O)=O.CCOS(C)(=O)=O.CCN(CC)CC.CCN(CC)CC.CCN(CC)CC.CCN(CC)CC.CCN(CC)CC
Relative energy (zero: lowest compared OMol25 entry of this formula, charge and spin) ... 284.6 kJ/mol